{"formula": "C12H14BrN", "method": "ωB97M-V/def2-TZVPD", "max_force_ev_per_a": 4.65, "relative_energy_ev": 2.8480, "molar_mass_g_mol": 252.155, "gap_ev": 8.6, "e_lumo_ev": -0.04, "elements": ["Br", "N", "C", "C", "C", "C", "C", "C", "C", "C", "C", "C", "C", "C", "H", "H", "H", "H", "H", "H", "H", "H", "H", "H", "H", "H", "H", "H"], "positions_angstrom": [[4.69684, -0.40039, -0.22229], [-0.40464, 0.80591, 0.79946], [-2.18089, 0.63149, -0.88227], [2.73119, 0.30604, 0.26254], [2.54016, 1.64766, -0.29137], [-3.96546, -0.84504, -0.28764], [1.06987, -1.33773, -0.68603], [-1.43371, 0.22017, 0.26371], [-1.85625, -1.07048, 0.93402], [-3.39402, 0.13358, -1.17276], [2.59851, 0.08309, 1.73776], [-3.29679, -1.38356, 0.69029], [1.69486, -0.17857, -0.69222], [1.71863, 1.10521, -1.29818], [1.27241, 1.65874, -2.14376], [-3.95121, 0.51537, -2.07831], [-1.33256, -1.91299, 0.36854], [-1.65127, 1.31276, -1.63603], [1.46082, -2.09893, -0.10031], [-3.59070, -2.20077, 1.25504], [2.86772, -0.89415, 2.03232], [1.49328, 0.30360, 1.90232], [3.20532, 0.68874, 2.36829], [-1.49856, -1.17450, 1.96444], [-4.97072, -1.12557, -0.45999], [0.18499, -1.69636, -1.25024], [-0.22754, 1.63762, 0.35730], [2.93575, 2.64585, -0.31890]]}